# 1
# C24H56N8O8

8 unconnected molecules or ions with the total composition C24H56N8O8 in a non-equilibrium geometry (wB97M-V/def2-TZVPD, OMol25).

Each line ends with the Löwdin charge.
Cartesian coordinates (Å):
C: 0.73234 3.58464 0.44204  0.0262
C: 1.44201 4.29000 1.66748  -0.6120
O: 2.52060 4.74694 1.49486  0.0423
N: 0.81434 4.30373 2.82613  0.0075
C: 1.31570 4.78380 4.12065  -0.0397
H: 1.38104 3.52743 -0.37275  0.0342
H: -0.21407 3.85875 0.24129  0.0201
H: 0.49324 2.56077 1.12921  0.1490
H: -0.04171 3.69162 2.90756  0.0828
H: 2.30952 5.14340 4.00132  0.0759
H: 1.16374 3.96772 4.72314  0.0438
H: 0.88505 5.70557 4.31544  0.0632
C: 1.23457 -2.49367 -3.59539  0.0252
C: -0.35076 -2.55503 -3.64968  -0.5954
O: -0.76618 -3.32527 -4.56733  -0.0260
N: -1.05824 -1.82955 -2.93536  -0.0156
C: -2.46230 -1.91944 -2.82101  -0.0825
H: 1.54278 -1.60114 -4.01056  0.0221
H: 1.74111 -3.31108 -4.06272  0.0730
H: 1.42547 -2.75750 -2.57204  0.0607
H: -0.43729 -1.04141 -2.29991  0.1865
H: -2.90854 -1.91148 -3.85896  0.1006
H: -2.65981 -1.11705 -2.12162  0.0768
H: -3.11228 -2.78030 -2.46678  0.0933
C: -2.54390 1.52947 -4.88653  0.0240
C: -1.12799 1.35714 -5.42344  -0.5007
O: -0.53428 2.30647 -5.99387  0.0027
N: -0.66230 0.02671 -5.40672  0.0066
C: 0.52904 -0.34534 -6.24737  -0.0742
H: -2.79616 2.37459 -5.36514  0.0459
H: -2.57256 1.50132 -3.73169  0.1150
H: -3.09308 0.76156 -5.09005  0.0069
H: -1.21127 -0.65698 -4.82934  0.1066
H: 1.41094 -0.02431 -5.92079  -0.0191
H: 0.44609 0.26532 -7.38439  0.1554
H: 0.55791 -1.45951 -6.63716  0.1193
C: -2.82541 0.76962 3.35108  -0.0031
C: -2.00773 1.98824 4.00444  -0.5261
O: -1.26182 2.57082 3.26959  0.0337
N: -2.18832 2.25673 5.28989  -0.0115
C: -1.28746 3.11236 6.12858  -0.1129
H: -2.27025 -0.18906 3.33192  0.0758
H: -3.38549 0.96231 2.26866  0.1416
H: -3.76469 0.54314 3.75828  0.0154
H: -2.76005 1.77903 6.03204  0.1575
H: -0.97353 3.99020 5.36632  0.0917
H: -0.22033 2.62364 6.54866  0.1165
H: -1.72801 3.48150 7.25086  0.1285
C: -3.49468 -3.32661 0.56981  -0.0139
C: -4.70048 -3.01642 1.29244  -0.5598
O: -4.70814 -2.05473 2.11188  -0.0037
N: -5.88072 -3.52499 0.92360  -0.0191
C: -7.09571 -3.11893 1.41745  -0.1122
H: -3.80158 -3.87872 -0.39193  0.0904
H: -2.81919 -4.01813 1.26352  0.1462
H: -3.06856 -2.43639 0.12637  0.0634
H: -5.72975 -4.10482 0.13623  0.1203
H: -6.90737 -3.12887 2.46741  0.0780
H: -7.95785 -3.80989 1.26747  0.0986
H: -7.50625 -2.11091 1.08551  0.1142
C: 0.37330 -1.56614 0.65966  0.0358
C: -0.29961 -0.36385 -0.01635  -0.5135
O: -1.40859 0.04933 0.30279  0.0251
N: 0.40066 0.18368 -1.08407  -0.0253
C: -0.14204 1.17312 -2.10315  -0.0710
H: 0.88390 -2.16013 -0.04819  0.0670
H: -0.39085 -2.09272 1.06255  0.0413
H: 0.95290 -1.32826 1.45844  0.0400
H: 1.54002 0.03108 -1.06739  0.1473
H: 0.04962 0.84620 -3.22354  0.0912
H: 0.14978 2.22071 -1.99980  0.0553
H: -1.23863 1.22408 -1.75223  0.0968
C: 4.81280 -1.31752 4.72951  -0.0093
C: 4.20997 -1.78421 3.48686  -0.5900
O: 3.44045 -0.98010 2.96542  0.0198
N: 4.53596 -3.00533 3.05284  0.0030
C: 3.76115 -3.64768 1.95398  -0.0639
H: 5.58608 -0.73729 4.44689  0.0536
H: 5.06385 -2.10507 5.41278  0.0803
H: 4.23957 -0.61144 5.29712  0.0917
H: 5.30256 -3.57395 3.50288  0.1680
H: 3.49820 -4.65368 2.22432  0.0535
H: 4.31314 -3.60655 0.96293  0.0880
H: 2.70672 -2.97932 1.74385  0.1362
C: 3.98691 0.78127 -0.00696  0.0375
C: 3.54169 0.64042 -1.49224  -0.5746
O: 3.05179 -0.43044 -1.78633  -0.0007
N: 3.64458 1.67039 -2.28458  0.0431
C: 3.10257 1.74470 -3.63553  -0.0661
H: 5.12219 0.70673 0.03117  0.1069
H: 3.74161 -0.22956 0.50320  0.0993
H: 3.65543 1.56638 0.47718  0.0062
H: 3.99283 2.59517 -2.07241  0.1528
H: 3.68147 2.40190 -4.37813  0.1121
H: 2.08850 2.11064 -3.67027  0.0517
H: 3.00014 0.71044 -4.14178  0.1008

Results
2S+1 = 1
ΔE to the lowest compared entry with this formula, charge and spin = 1161.8 kJ/mol
LUMO = 0.506 eV
Total charge = 0
SMILES string = CNC(C)=O.CNC(C)=O.CNC(C)=O.CNC(C)=O.CNC(C)=O.CNC(C)=O.CNC(C)=O.CNC(C)=O

# 2
# C24H57BrClInO14P3

A molecular structure, C24H57BrClInO14P3 in a non-equilibrium geometry (wB97M-V/def2-TZVPD, OMol25).

Each line ends with the Löwdin charge.
Cartesian coordinates (Å):
C: 7.75915 -1.78398 0.49066  -0.1532
C: 9.28801 -1.56948 0.75463  -0.4009
C: 10.04297 -0.79588 -0.37200  -0.7685
Br: 10.53635 -2.17950 -1.74174  0.4929
In: 8.83180 0.75512 -1.45908  0.2965
Cl: 10.17140 1.78905 -3.27777  -0.2065
C: 7.89158 2.31423 -0.15328  -0.2744
C: 8.84156 3.44713 0.32832  -0.2987
O: 9.59611 3.08831 1.51432  -0.0757
C: 10.69362 2.33619 1.17255  -0.3775
O: 11.56181 2.78606 0.52978  0.1148
H: 7.26984 -0.79648 0.57160  0.0448
H: 7.29431 -2.44278 1.24688  0.0632
H: 7.58953 -2.19775 -0.51642  0.0519
H: 9.46117 -1.13986 1.76195  0.0931
H: 9.72652 -2.58860 0.79784  0.0608
H: 11.00026 -0.38721 -0.01747  0.0016
H: 7.50068 -0.13676 -2.27959  -0.0776
H: 7.43722 1.87234 0.75171  0.0348
H: 7.09191 2.82130 -0.72715  0.0348
H: 8.19374 4.28981 0.64744  0.1065
H: 9.47445 3.85707 -0.47608  0.1055
H: 10.71686 1.30632 1.58240  0.1361
O: 4.07540 -4.53223 1.32573  -0.2199
P: 2.75825 -3.81890 1.24139  0.6103
O: 3.20165 -2.34648 0.69430  -0.2065
C: 3.62176 -2.21360 -0.66834  -0.2742
C: 2.42468 -2.12021 -1.59685  -0.0788
O: 2.57287 -3.46554 2.84665  -0.2295
C: 3.12827 -4.31828 3.84645  -0.3070
C: 4.37424 -3.68828 4.43298  -0.0728
O: 1.14664 -3.45556 1.01815  -0.2133
C: 0.17457 -4.36578 1.56376  -0.2771
C: -0.51490 -3.72788 2.75257  -0.0715
H: 4.27088 -3.04669 -0.95201  0.1121
H: 4.21155 -1.29951 -0.73172  0.1234
H: 1.87210 -3.06391 -1.61001  0.0633
H: 2.74027 -1.89158 -2.61562  0.0810
H: 1.73438 -1.34678 -1.25738  0.0708
H: 3.33609 -5.31272 3.44997  0.1027
H: 2.37336 -4.43567 4.63037  0.1076
H: 5.11648 -3.48759 3.65993  0.0744
H: 4.82162 -4.33936 5.18698  0.0751
H: 4.13203 -2.73017 4.89666  0.0775
H: 0.63700 -5.31699 1.84013  0.1129
H: -0.55669 -4.56580 0.77779  0.1134
H: 0.14130 -3.69910 3.62112  0.0622
H: -1.41037 -4.28984 3.02534  0.0764
H: -0.79270 -2.69661 2.53026  0.0849
O: 0.74814 1.80564 -2.92136  -0.2121
P: -0.64074 2.37275 -3.08308  0.6477
O: -0.23454 3.87097 -3.62797  -0.2153
C: 0.18520 4.01815 -4.98235  -0.2933
C: -1.00405 4.08202 -5.92513  -0.0892
O: -0.82283 2.76038 -1.48139  -0.2394
C: -0.23892 1.94415 -0.46269  -0.3014
C: 0.99564 2.61581 0.10046  -0.0705
O: -2.25427 2.77732 -3.25204  -0.2176
C: -3.23194 1.87952 -2.69056  -0.2736
C: -3.87108 2.51292 -1.47228  -0.0649
H: 0.86027 3.20325 -5.26107  0.1098
H: 0.74904 4.94986 -5.03890  0.1182
H: -1.53246 3.12590 -5.95081  0.0644
H: -0.68019 4.32218 -6.93952  0.0743
H: -1.71872 4.83565 -5.59237  0.0792
H: -0.01050 0.94550 -0.83632  0.0962
H: -0.98590 1.82835 0.32869  0.1077
H: 1.72894 2.81478 -0.68137  0.0770
H: 1.46204 1.99326 0.86629  0.0784
H: 0.73410 3.57907 0.54305  0.0763
H: -2.78331 0.91397 -2.44308  0.1129
H: -3.99058 1.70879 -3.45711  0.1130
H: -3.18939 2.51292 -0.62318  0.0616
H: -4.77018 1.96648 -1.18010  0.0739
H: -4.13242 3.55409 -1.66645  0.0875
O: -8.52719 1.88758 -0.03391  -0.2206
P: -9.01979 0.84929 0.93641  0.6362
O: -7.58967 0.25768 1.48411  -0.2132
C: -6.83083 1.03807 2.40746  -0.2926
C: -7.35161 0.87725 3.82456  -0.0854
O: -9.33634 -0.31481 -0.20083  -0.2389
C: -9.76250 0.04520 -1.51517  -0.3034
C: -8.61881 -0.11446 -2.49498  -0.0737
O: -9.83097 -0.14100 2.00795  -0.2141
C: -11.25861 -0.27043 1.85526  -0.2721
C: -11.59577 -1.65196 1.33302  -0.0682
H: -6.83493 2.09060 2.10774  0.1090
H: -5.80189 0.68122 2.35167  0.1185
H: -8.35008 1.31002 3.92402  0.0658
H: -6.69054 1.37301 4.53733  0.0770
H: -7.43066 -0.17797 4.08784  0.0814
H: -10.16599 1.05785 -1.53868  0.1038
H: -10.57676 -0.63188 -1.79011  0.1090
H: -7.76089 0.49195 -2.20257  0.0695
H: -8.92537 0.17588 -3.50182  0.0766
H: -8.28125 -1.15232 -2.51733  0.0781
H: -11.65645 0.50743 1.19862  0.1131
H: -11.70192 -0.13235 2.84318  0.1143
H: -11.34157 -1.74913 0.27900  0.0612
H: -12.66276 -1.85404 1.44209  0.0791
H: -11.02980 -2.41597 1.86768  0.0873

Results
2S+1 = 1
LUMO = -0.284 eV
Total charge = -1

no.,DFT total energy (hartree)
1,-1987.76683
2,-6250.45468